No. 1
{
  "formula": "C20H30F3IN2O6P2S",
  "method": "ωB97M-V/def2-TZVPD",
  "elements": ["C", "H", "C", "H", "C", "C", "P", "H", "F", "H", "N", "F", "C", "H", "H", "P", "C", "H", "C", "H", "H", "C", "C", "C", "C", "C", "H", "H", "C", "N", "H", "H", "H", "I", "F", "H", "H", "S", "H", "H", "H", "O", "C", "H", "C", "H", "C", "H", "C", "H", "O", "O", "H", "H", "O", "H", "O", "O", "H", "H", "C", "C", "H", "H", "C"],
  "coordinates": [[4.176, 1.704, 2.831], [-5.684, 1.412, -0.900], [2.817, -1.495, -3.070], [3.050, 2.032, 0.811], [-4.482, -0.599, -0.444], [-3.720, -3.317, -0.879], [2.509, -0.409, -1.532], [-0.857, 5.479, 0.720], [-2.370, 5.462, -1.255], [-0.385, -4.707, 1.749], [0.895, -2.437, -0.081], [-3.205, 3.539, -0.118], [-1.974, 4.107, -0.722], [0.466, 2.257, 2.728], [5.087, 2.424, 2.553], [1.482, -3.916, -0.938], [0.994, 0.042, 0.770], [1.898, -1.573, -3.803], [-4.890, -2.195, -0.476], [-4.098, -4.440, -0.890], [4.680, 0.814, 3.444], [-0.245, -0.696, -1.684], [0.084, -3.742, 2.217], [2.320, -0.028, 1.726], [-5.501, 0.637, -0.031], [0.418, 2.619, 1.617], [0.396, 1.936, -0.554], [-4.942, 1.241, 0.833], [-2.158, -2.875, -1.272], [2.357, -4.305, 2.273], [3.448, 2.356, 3.504], [-0.958, 1.183, 0.513], [-0.720, -3.347, 3.007], [1.828, -0.226, 3.895], [-1.547, 3.312, -1.934], [-1.327, 6.536, -2.592], [1.353, 3.313, 1.354], [-0.272, -0.866, 1.879], [-6.509, 0.259, 0.436], [-2.667, 0.947, -0.866], [3.684, -0.959, -3.690], [2.289, 1.214, -2.189], [0.207, 1.445, 0.498], [4.336, 0.653, 0.815], [-1.745, -1.254, -1.268], [1.709, 1.152, -3.029], [-0.742, 4.354, 0.340], [2.867, -4.231, -0.564], [-2.944, -0.211, -0.862], [2.849, -1.069, 1.471], [-0.790, 3.507, 1.541], [0.649, -5.224, -0.584], [-5.997, -2.480, -0.209], [0.266, 4.320, -0.254], [-0.690, 7.148, -2.914], [-0.262, 0.435, -2.066], [1.292, -4.050, 3.053], [3.249, -3.485, 2.428], [3.253, -2.558, -2.775], [1.352, -3.765, -2.395], [3.451, 1.125, 1.461], [0.918, -0.970, -0.562], [0.066, -1.327, -2.649], [-1.355, -3.699, -1.590], [0.340, -2.507, 1.172]],
  "atomic_forces_ev_per_a": [[0.794, 0.403, -0.090], [0.369, -1.879, 1.630], [0.112, -0.089, -1.473], [0.607, -2.006, 1.463], [2.520, -2.714, -1.220], [0.435, 3.692, 0.087], [2.388, 0.950, -0.156], [-0.030, -2.488, -1.084], [0.991, -5.031, 1.863], [1.375, 1.874, 0.457], [0.130, 0.820, 0.949], [3.999, 1.342, -2.175], [-1.230, 1.848, -1.505], [-0.073, 0.566, -2.237], [-2.098, -1.562, 0.287], [-2.644, -5.289, 0.938], [-2.074, -0.542, 0.690], [1.782, -0.154, 1.359], [4.201, 1.911, -0.882], [1.234, 2.596, -0.056], [-1.396, 1.986, -1.246], [-1.563, -1.143, -0.374], [-1.619, -0.155, -0.043], [1.725, -0.571, -1.884], [1.098, -0.055, 0.733], [-0.259, 0.769, -0.408], [0.010, -1.199, 2.071], [-1.208, -1.295, -1.894], [-2.697, 2.699, 0.783], [3.227, 1.755, -1.205], [1.496, -1.653, -1.392], [2.565, 0.608, -0.025], [2.076, -0.712, -1.768], [0.842, 0.392, -0.429], [-1.692, 2.026, 3.958], [-0.779, -0.648, 0.249], [-1.851, -1.756, 0.720], [1.375, -3.678, -3.174], [2.002, 0.560, -1.182], [-0.730, -2.711, -0.052], [-1.861, -1.017, 1.540], [-1.833, -3.228, -1.059], [-0.684, 0.728, -0.102], [-2.128, 0.870, 1.348], [-4.428, -1.013, 0.975], [1.218, 0.445, 1.740], [-0.361, 1.465, 0.194], [-0.995, 1.141, -0.438], [-0.243, -2.479, 0.017], [-1.277, 2.204, 0.737], [1.873, -0.409, -1.883], [2.374, 4.664, -0.739], [2.543, 0.381, -0.622], [-1.984, -0.178, 0.994], [1.032, 0.640, -0.307], [-0.120, -2.483, 1.273], [-2.147, 1.521, -0.031], [-2.451, -2.342, 0.053], [-1.036, 2.299, -0.558], [0.327, 0.824, 1.481], [1.282, 0.593, -0.109], [-0.273, 1.588, -1.633], [-0.615, 1.228, 2.140], [-2.112, 1.880, 0.837], [-1.513, 1.213, 1.872]],
  "mulliken_charge": [-1.25, 0.26, -0.87, 0.22, 0.22, -0.56, 0.18, 0.34, -0.29, 0.27, 0.80, -0.25, 0.81, 0.01, 0.36, 0.18, 0.52, 0.32, -0.56, 0.28, 0.32, -0.37, -0.62, -0.72, -0.82, -0.31, 0.28, 0.21, -0.34, 0.18, 0.30, -0.13, 0.40, 0.09, -0.27, 0.24, 0.32, -0.13, 0.31, 0.19, 0.34, -0.47, -0.26, 0.34, -0.22, 0.33, -0.46, 0.14, -0.07, 0.29, -0.42, -0.62, 0.29, 0.25, -0.96, 0.39, -0.15, -0.24, 0.29, 0.20, 0.08, -0.33, 0.36, 0.12, 0.66],
  "multiplicity": 1,
  "gap_ev": 1.415,
  "max_force_ev_per_a": 6.0,
  "relative_energy_kj_mol": 1735.22,
  "total_energy_ha": -3018.28892,
  "charge": 0
}

No. 2
{
  "formula": "C20H30F6NaO15P",
  "method": "ωB97M-V/def2-TZVPD",
  "elements": ["H", "H", "H", "C", "H", "C", "H", "C", "H", "C", "H", "O", "F", "H", "C", "C", "C", "O", "O", "F", "O", "C", "C", "H", "H", "O", "F", "C", "F", "O", "H", "C", "H", "H", "P", "O", "H", "H", "C", "C", "H", "Na", "O", "H", "O", "H", "H", "H", "H", "F", "H", "H", "C", "H", "O", "H", "H", "O", "O", "C", "H", "F", "C", "H", "C", "C", "O", "C", "C", "O", "H", "H", "O"],
  "coordinates": [[-0.829, 4.293, -3.959], [-4.654, -0.150, 2.053], [-5.562, 0.574, 0.680], [-0.972, -4.679, 2.107], [-1.175, -4.920, 1.064], [2.379, 4.208, 2.709], [-3.828, -1.368, 0.165], [0.871, 3.777, 2.651], [2.660, 4.078, 3.754], [0.465, -3.345, 3.814], [-1.965, 3.017, -2.601], [1.388, -2.349, 3.523], [5.758, -1.303, -0.164], [-3.108, -2.076, -1.750], [2.259, 2.246, 1.569], [2.708, 5.636, 2.439], [-3.055, 0.402, -1.022], [-1.678, 0.131, -1.064], [-0.091, -0.432, 0.482], [4.339, -2.589, -1.377], [1.839, 1.932, -1.924], [-4.578, 0.405, 1.118], [-1.282, -0.303, 0.098], [-0.062, -3.137, 4.745], [2.426, 6.173, 3.345], [2.719, 1.239, 1.077], [6.619, -3.094, -1.359], [-1.177, 3.522, -2.041], [4.896, -0.487, -2.077], [2.379, -1.637, 1.623], [0.034, 4.293, 2.181], [-3.043, -3.145, -1.549], [-3.122, -3.385, -0.488], [3.790, 5.701, 2.325], [5.752, -1.804, -1.709], [-0.066, -3.379, -3.567], [-1.564, -4.803, -1.414], [-2.147, 5.272, -1.145], [-0.385, -3.329, 2.523], [-1.777, 4.278, -0.893], [0.521, 3.484, 3.640], [2.563, -0.421, -0.773], [0.566, -2.880, 1.625], [-3.853, -3.591, -2.125], [0.988, 2.504, 1.934], [-0.327, -5.462, 2.505], [2.161, 6.062, 1.598], [-3.266, 1.471, -0.979], [-1.928, -4.797, 2.618], [7.059, -0.854, -2.002], [-1.150, -2.559, 2.619], [-2.088, -3.502, -3.890], [-0.344, 4.365, -2.985], [-3.655, -0.105, -1.777], [0.804, 3.614, -3.181], [-4.298, 1.453, 1.218], [-2.669, 3.777, -0.520], [-0.625, -2.997, -1.444], [1.395, -2.136, -2.260], [-1.285, -4.006, -3.351], [-0.112, 5.406, -2.760], [5.723, -2.207, -3.287], [0.865, 2.623, -2.203], [-1.322, -5.079, -3.536], [-1.663, -3.833, -1.901], [0.402, -2.839, -2.388], [-2.311, -0.379, 0.924], [-3.537, -0.320, 0.228], [1.584, -2.286, 2.206], [-0.296, 2.607, -1.524], [0.971, -4.279, 4.059], [-1.077, 4.444, -0.073], [3.043, 3.260, 1.842]],
  "atomic_forces_ev_per_a": [[-0.282, 0.820, -0.055], [-0.090, 0.413, 0.047], [-0.134, -0.941, -0.325], [-0.155, -0.281, 1.026], [0.360, 0.714, -0.138], [-1.325, -0.030, 0.263], [-0.301, 0.184, -0.869], [0.659, -2.103, -0.151], [0.487, -0.786, -0.142], [-1.129, -0.762, 0.575], [-0.002, -0.184, -0.071], [1.639, 0.693, 1.473], [0.194, -0.316, 0.138], [0.625, -0.203, 0.010], [0.590, -1.932, -0.673], [0.024, 0.173, -0.215], [-2.079, -1.012, 0.105], [-0.093, 0.105, -2.373], [-4.326, 0.236, -1.924], [0.390, -0.045, -0.495], [-2.722, 1.709, -1.165], [0.545, 0.376, -0.895], [5.365, 0.365, 3.131], [-0.233, 0.571, -0.239], [0.038, 0.264, -0.089], [-1.541, 1.036, 0.267], [-0.026, 0.083, 0.018], [-1.231, 1.746, 0.279], [-1.549, 0.708, -0.119], [1.138, 0.011, -0.025], [0.688, 0.735, -0.318], [1.333, -1.371, -0.339], [-0.623, 0.394, 0.029], [-0.076, 0.308, -0.180], [0.556, 1.163, -0.346], [1.636, 0.182, 0.838], [-0.317, 0.085, 0.410], [0.105, 0.060, -0.476], [-0.461, -0.938, 0.749], [-1.052, 0.697, 0.590], [0.063, 0.267, 0.116], [0.305, -0.176, 0.234], [-0.140, -1.096, -2.489], [-0.023, -0.346, 0.207], [-0.331, -0.218, -0.111], [0.064, -0.147, -0.201], [0.271, -0.027, -0.146], [0.192, 0.001, -0.094], [-0.099, -0.032, 0.124], [0.230, -1.008, 0.302], [-0.202, 0.083, -0.088], [0.323, -0.064, -0.792], [-1.080, -0.108, -1.873], [0.649, 0.568, -1.005], [1.964, -2.038, 1.448], [0.625, -0.089, 0.714], [0.160, -0.225, 0.306], [2.221, 0.678, 0.304], [-2.792, -2.367, -0.163], [-2.325, -0.380, -0.184], [-0.074, -0.125, 0.490], [-0.283, -0.415, 0.672], [2.620, -0.578, 0.367], [0.574, 0.148, -0.708], [-0.289, 0.972, 0.249], [-0.269, 2.186, 0.068], [0.317, -0.691, 2.034], [-0.723, 0.816, 1.490], [-0.862, 1.434, -0.314], [1.514, -1.566, 0.326], [0.177, -0.344, -0.653], [0.152, -0.302, -0.104], [0.444, 2.262, 1.148]],
  "mulliken_charge": [0.34, 0.37, 0.42, -1.47, 0.17, 0.59, 0.03, -0.43, 0.22, -0.68, 0.21, -0.34, -0.37, 0.01, 0.58, -1.35, -0.59, -0.22, -0.30, -0.40, -0.45, -1.69, 0.61, 0.30, 0.38, -0.48, -0.36, 0.58, -0.40, -0.40, 0.21, -1.13, 0.33, 0.33, 1.29, -0.33, 0.19, 0.44, 0.87, -1.23, 0.22, 0.95, -0.15, 0.45, -0.24, 0.43, 0.32, 0.13, 0.41, -0.40, 0.09, 0.30, -0.55, 0.44, -0.35, 0.36, 0.27, 0.16, -0.48, -0.54, 0.28, -0.40, 0.36, 0.34, 0.44, 0.33, -0.38, 0.82, 0.43, 0.07, 0.30, 0.13, -0.37],
  "multiplicity": 1,
  "gap_ev": 9.747,
  "max_force_ev_per_a": 6.2,
  "relative_energy_kj_mol": 142.69,
  "total_energy_ha": -3011.82861,
  "charge": 0
}

No. 3
{
  "formula": "C20H30FO15",
  "method": "ωB97M-V/def2-TZVPD",
  "elements": ["C", "H", "C", "H", "C", "C", "C", "H", "C", "H", "H", "H", "O", "C", "F", "O", "H", "O", "H", "H", "O", "H", "O", "C", "O", "O", "C", "H", "C", "H", "C", "H", "H", "C", "C", "C", "O", "H", "H", "H", "O", "C", "C", "O", "C", "C", "H", "H", "H", "H", "H", "O", "H", "H", "H", "C", "H", "O", "O", "O", "H", "C", "O", "H", "H", "H"],
  "coordinates": [[-2.580, -0.640, -2.175], [-1.066, 3.704, -0.022], [3.640, 3.820, 0.042], [0.353, -4.124, 1.803], [-3.911, -0.180, -1.642], [-1.600, -2.157, 2.585], [2.861, 2.099, 1.230], [-2.297, -2.041, -0.496], [0.479, -3.753, 2.831], [-2.238, 0.409, -2.231], [-3.708, 0.071, -0.702], [-1.034, -3.139, 4.205], [-2.333, -3.220, -4.468], [4.429, 1.978, 1.104], [0.479, -0.217, 0.591], [-2.799, -2.649, 2.241], [0.883, 0.998, -1.601], [-2.703, -1.283, -3.465], [1.846, -1.025, -1.239], [2.459, 1.095, 0.750], [-1.826, -4.496, 2.786], [-1.793, -1.374, 3.366], [-4.983, 2.712, -1.253], [2.849, -0.845, -1.700], [3.585, 4.919, -0.596], [2.576, 3.067, 0.324], [-2.930, -4.005, 2.270], [3.451, -0.693, -0.894], [5.123, 1.624, 2.388], [-2.941, 1.199, 2.697], [-2.660, 2.605, 1.237], [-0.828, -1.581, -1.398], [-1.005, 2.060, -0.207], [-1.774, 2.869, 0.047], [-1.869, -1.870, -1.440], [-4.011, 2.847, -0.586], [-1.937, -2.801, -2.326], [2.351, 2.356, 2.289], [3.616, 1.034, -2.030], [-2.652, 0.387, 1.112], [3.069, -1.752, -2.658], [-0.958, -3.449, 3.176], [-2.292, -2.469, -3.463], [3.443, -1.815, -4.858], [1.409, 1.243, -2.375], [-2.335, 1.189, 1.870], [4.858, 2.184, 3.360], [0.842, 0.968, -3.183], [-4.647, -0.926, -1.798], [4.609, 1.280, 0.391], [4.738, 0.542, 2.493], [-3.998, 2.556, 0.701], [6.277, 1.651, 2.290], [0.867, -4.527, 3.550], [1.075, -2.887, 2.786], [2.781, 0.566, -2.400], [1.471, 2.192, -2.578], [-2.693, 2.944, -0.989], [4.749, 3.273, 0.496], [-3.816, -4.645, 1.704], [-2.511, 3.210, 2.087], [3.190, -1.218, -3.867], [2.994, 0.057, -3.746], [-1.216, 1.142, 2.148], [-1.079, -1.818, 1.697], [-4.328, 0.747, -2.260]],
  "atomic_forces_ev_per_a": [[-0.849, 0.029, 0.141], [-0.827, 0.680, 0.692], [-0.525, 4.739, -2.776], [0.855, -0.303, 0.202], [-1.696, 0.326, -5.492], [2.219, -0.156, 0.754], [-0.265, -3.878, 1.272], [-0.557, -0.705, 1.168], [-1.560, -2.016, -0.238], [2.142, -1.107, -0.534], [0.076, 1.119, 4.090], [-0.205, -1.363, 1.105], [0.365, 1.802, 2.620], [-2.049, 3.200, 2.644], [0.049, 0.113, -0.100], [-5.034, -1.114, -1.505], [-2.808, -1.099, 5.174], [-1.528, 5.485, -1.036], [0.596, -0.015, -0.098], [-0.064, 1.753, 1.768], [0.666, -0.993, 0.998], [0.796, -0.488, -0.843], [0.016, 1.199, -0.746], [-5.462, 2.936, 0.776], [0.227, -4.496, 2.552], [-1.001, 2.347, -1.524], [-1.559, -0.153, -2.948], [2.726, -0.854, 2.031], [1.073, -0.900, 1.095], [-1.404, -0.742, 2.265], [1.314, -3.313, 0.400], [0.461, 0.194, 1.172], [-1.425, 0.157, 0.687], [2.283, -0.867, -0.767], [1.492, 7.021, 1.483], [1.792, -1.950, -0.033], [1.224, -7.637, 1.522], [1.494, -0.765, -2.258], [1.815, 2.122, 0.117], [0.822, 0.977, 1.343], [1.444, -3.368, -0.372], [1.062, 2.463, 1.088], [-1.233, -3.934, -7.159], [0.056, -0.407, -0.759], [4.224, -2.657, -2.191], [1.619, 0.588, -3.206], [0.092, -0.583, -1.842], [-1.158, -1.661, -2.292], [-0.929, -0.906, 0.595], [0.868, -2.142, -2.154], [1.004, 1.393, 0.341], [0.310, 0.921, 2.121], [-1.933, -0.291, 0.095], [-0.125, 0.710, -1.014], [0.740, 1.144, 0.180], [-2.820, -4.021, -1.250], [0.602, 5.716, -0.186], [-2.076, 0.862, -2.489], [0.781, -0.521, 0.770], [1.933, 1.725, 2.103], [-0.541, 1.716, 0.507], [0.245, -0.328, 0.675], [0.408, 3.624, -1.409], [-1.772, -0.204, -0.697], [0.356, 0.751, -0.048], [1.157, -1.873, 1.419]],
  "mulliken_charge": [0.77, 0.15, 0.65, 0.35, -1.47, 0.26, 0.16, 0.03, -1.30, -0.02, 0.16, 0.25, -0.71, 0.60, -0.80, -0.33, -0.04, -0.41, 0.03, -0.15, -0.36, 0.12, -0.55, -0.21, -0.66, -0.25, 0.64, 0.36, -1.31, 0.56, 0.14, -0.42, -0.34, 0.37, 0.93, 0.68, -0.33, 0.18, 0.50, -0.05, -0.41, 0.36, 0.65, -0.58, -1.81, -0.87, 0.31, 0.75, 0.51, 0.20, 0.33, -0.42, 0.31, 0.31, 0.38, 0.44, 0.74, -0.36, -0.40, -0.60, 0.44, 0.59, -0.46, 0.28, -0.08, 0.18],
  "multiplicity": 1,
  "gap_ev": 8.805,
  "max_force_ev_per_a": 8.3,
  "relative_energy_kj_mol": 746.67,
  "total_energy_ha": -2008.48316,
  "charge": -1
}